Entry 1:
ORCA calculation (ωB97M-V/def2-TZVPD) on C21H38CuF9N2O13S3V as an isolated structure at a distorted geometry.

Computed properties:
E_HOMO (alpha / beta) in eV: -7.92 / -7.92
Kohn-Sham gap (alpha / beta) in eV: 6.26 / 3.15
Multiplicity: 2

Positions of all 88 atoms, in Å:
O (1.221, -3.923, 4.188)
V (2.368, -3.659, 3.045)
O (2.029, -4.778, 1.901)
Cu (2.937, 1.533, 2.358)
C (4.130, -1.456, -0.901)
F (4.429, -0.237, -1.350)
F (2.834, -1.660, -1.216)
F (4.958, -2.382, -1.298)
S (4.358, -1.333, 1.020)
O (3.693, -0.173, 1.488)
O (3.668, -2.555, 1.572)
O (5.819, -1.400, 1.333)
C (1.240, -0.174, 5.857)
F (1.259, -0.359, 7.128)
F (0.323, -0.937, 5.253)
F (0.838, 1.098, 5.538)
S (3.044, -0.688, 5.106)
O (2.925, -1.898, 4.361)
O (3.379, 0.424, 4.154)
O (3.941, -0.702, 6.289)
C (-1.368, -0.745, 2.257)
F (-2.169, -1.454, 1.427)
F (-1.638, 0.574, 2.145)
F (-1.495, -1.099, 3.518)
S (0.492, -0.851, 1.733)
O (0.766, -0.572, 0.292)
O (1.106, 0.197, 2.561)
O (0.953, -2.188, 2.055)
C (3.678, 3.658, -1.862)
C (3.556, 4.080, -0.336)
C (3.336, 5.673, -0.214)
C (1.899, 6.055, -0.558)
C (0.915, 5.428, 0.347)
C (0.982, 3.854, 0.315)
N (2.412, 3.325, 0.371)
O (2.413, 1.947, 0.277)
C (0.261, 3.314, 1.505)
C (0.295, 3.536, -1.121)
C (4.882, 3.766, 0.254)
H (2.780, 3.136, -2.192)
H (4.417, 2.917, -2.166)
H (3.777, 4.497, -2.552)
H (3.567, 6.082, 0.769)
H (4.128, 6.192, -0.754)
H (1.688, 5.937, -1.621)
H (1.755, 7.123, -0.397)
H (-0.072, 5.856, 0.175)
H (1.280, 5.671, 1.345)
H (-0.778, 3.613, 1.643)
H (0.437, 2.239, 1.453)
H (0.607, 3.649, 2.482)
H (0.691, 4.038, -2.004)
H (0.321, 2.491, -1.430)
H (-0.692, 3.979, -0.990)
H (5.174, 4.421, 1.075)
H (5.676, 4.157, -0.382)
H (5.097, 2.722, 0.482)
H (2.297, 1.750, -0.655)
C (-4.235, -1.292, -0.821)
C (-5.023, -2.495, -1.379)
C (-5.651, -2.024, -2.762)
C (-4.513, -1.942, -3.858)
C (-3.861, -3.358, -3.872)
C (-3.180, -3.911, -2.571)
N (-4.190, -3.690, -1.527)
O (-3.637, -4.160, -0.302)
C (-3.008, -5.434, -2.652)
C (-1.727, -3.224, -2.476)
C (-6.210, -3.060, -0.577)
H (-3.211, -1.331, -1.192)
H (-4.107, -1.611, 0.213)
H (-4.841, -0.393, -0.932)
H (-6.472, -2.698, -3.008)
H (-6.146, -1.053, -2.733)
H (-3.722, -1.233, -3.610)
H (-4.916, -1.725, -4.847)
H (-3.101, -3.417, -4.652)
H (-4.703, -3.979, -4.177)
H (-2.157, -5.932, -2.187)
H (-3.829, -6.114, -2.422)
H (-2.797, -5.622, -3.704)
H (-1.017, -3.735, -3.127)
H (-1.544, -2.199, -2.797)
H (-1.523, -3.422, -1.424)
H (-6.711, -3.758, -1.248)
H (-7.032, -2.345, -0.522)
H (-5.970, -3.440, 0.416)
H (-3.786, -5.108, -0.323)

Mulliken population analysis, charges in e, atoms 1 to 5: number 1, O, carries -0.473; number 2, V, carries 1.031; number 3, O, carries -0.406; number 4, Cu, carries 0.458; number 5, C, carries 0.559

***

Entry 2:
ORCA calculation (ωB97M-V/def2-TZVPD) on a 2-piece molecular cluster, C21H38IN3O3PS overall at a distorted geometry.

Computed properties:
E_HOMO in eV: -10.94
Kohn-Sham gap in eV: 8.29
Net charge: +1

Positions of all 68 atoms, in Å:
C (3.506, -1.236, 3.256)
C (3.576, -1.271, 1.721)
C (4.540, -0.233, 1.041)
I (5.673, 0.993, 2.399)
C (3.795, 0.599, -0.038)
P (3.219, -0.604, -1.350)
N (1.726, -0.348, -1.770)
C (4.693, 1.639, -0.718)
N (3.942, 2.229, -1.832)
C (2.582, 2.691, -1.460)
C (2.300, 2.613, 0.039)
C (0.883, 3.075, 0.414)
C (-0.160, 2.050, -0.123)
C (-0.743, 1.191, 1.018)
O (-1.115, 2.623, -0.983)
C (-2.221, 3.231, -0.319)
C (-3.404, 2.286, -0.396)
C (-3.483, 1.480, -1.503)
C (-4.462, 0.542, -1.662)
C (-5.417, 0.398, -0.668)
C (-5.353, 1.218, 0.416)
C (-4.366, 2.155, 0.577)
N (2.637, 1.279, 0.627)
H (3.209, -0.267, 3.661)
H (4.435, -1.605, 3.688)
H (2.729, -1.946, 3.559)
H (3.936, -2.270, 1.463)
H (2.555, -1.220, 1.322)
H (5.275, -0.820, 0.486)
H (3.372, -1.920, -0.861)
H (4.078, -0.418, -2.453)
H (1.139, -1.165, -1.616)
H (5.070, 2.382, -0.008)
H (5.517, 1.075, -1.168)
H (4.469, 2.998, -2.225)
H (1.839, 2.168, -2.063)
H (2.512, 3.756, -1.701)
H (2.975, 3.335, 0.509)
H (0.831, 3.193, 1.503)
H (0.763, 4.049, -0.064)
H (0.420, 1.364, -0.753)
H (-1.505, 0.492, 0.679)
H (-1.135, 1.864, 1.788)
H (0.093, 0.676, 1.511)
H (-2.471, 4.130, -0.896)
H (-2.006, 3.575, 0.698)
H (-2.742, 1.573, -2.289)
H (-4.463, -0.095, -2.539)
H (-6.172, -0.370, -0.788)
H (-6.099, 1.080, 1.194)
H (-4.318, 2.778, 1.465)
H (1.850, 0.615, 0.610)
H (2.860, 1.434, 1.618)
C (-3.125, -4.562, -1.413)
C (-3.078, -5.156, 0.001)
C (-2.123, -4.289, 0.831)
S (-2.184, -2.646, 0.107)
O (-0.885, -2.339, -0.454)
O (-2.843, -1.745, 1.017)
C (-3.299, -3.058, -1.227)
H (-3.935, -4.987, -2.004)
H (-2.185, -4.768, -1.932)
H (-4.077, -5.128, 0.440)
H (-2.755, -6.196, -0.008)
H (-2.429, -4.229, 1.873)
H (-1.097, -4.645, 0.765)
H (-3.042, -2.479, -2.111)
H (-4.309, -2.815, -0.899)

Mulliken population analysis, charges in e, atoms 1 to 5: number 1, C, carries -1.741; number 2, C, carries -0.056; number 3, C, carries -0.879; number 4, I, carries 0.191; number 5, C, carries 0.073